1 | {
  "formula": "C2H8N3",
  "method": "the ωB97M-V functional and the def2-TZVPD basis",
  "symbols": ["C", "C", "N", "N", "N", "H", "H", "H", "H", "H", "H", "H", "H"],
  "positions_angstrom": [[1.84658, 0.39595, 0.01497], [-1.65558, -0.12345, 0.44857], [0.99164, 1.12656, -0.47559], [1.63595, -0.90838, 0.14643], [-0.84988, -0.46585, -0.61575], [2.67954, 0.75673, 0.51000], [-2.28005, -1.07380, 0.22745], [-1.26276, -0.60331, 1.38785], [-2.15646, 0.86736, 0.68562], [1.12672, 1.97606, -0.97123], [2.40071, -1.61100, 0.46648], [0.81523, -1.36657, -0.40212], [-0.80075, 0.19744, -1.40252]],
  "nbo_charge": [0.330, -0.481, -0.595, -0.774, -0.291, 0.214, 0.355, 0.280, 0.262, 0.418, 0.439, 0.442, 0.401],
  "orbital_gap_ev": [8.2, 7.0],
  "homo_ev": [-14.737, -14.236],
  "charge": 1
}

***

2 | {
  "formula": "C2H8N3",
  "method": "the ωB97M-V functional and the def2-TZVPD basis",
  "symbols": ["C", "C", "N", "N", "N", "H", "H", "H", "H", "H", "H", "H", "H"],
  "positions_angstrom": [[1.23922, -1.94959, 0.88042], [-1.17112, 2.07177, -1.44912], [0.25968, -0.89735, 0.93570], [-1.29359, 1.08597, -0.64681], [1.59459, -0.68970, 1.43023], [1.17157, -2.76825, 1.58540], [1.58546, -2.22374, -0.11099], [-2.04581, 2.61270, -1.79069], [-0.19990, 2.37914, -1.81462], [-2.21592, 0.80619, -0.31000], [-0.37234, -0.99961, 1.73243], [-0.52166, 0.49681, -0.26439], [2.15208, -0.08592, 0.82834]],
  "nbo_charge": [-0.081, 0.153, -0.543, -0.579, -0.439, 0.205, 0.193, 0.233, 0.232, 0.437, 0.367, 0.471, 0.351],
  "orbital_gap_ev": 8.1,
  "homo_ev": -13.511,
  "charge": 1
}

***

3 | {
  "formula": "C2H8N3",
  "method": "the ωB97M-V functional and the def2-TZVPD basis",
  "symbols": ["C", "C", "N", "N", "N", "H", "H", "H", "H", "H", "H", "H", "H"],
  "positions_angstrom": [[0.55109, 0.38968, -0.78628], [-1.36524, -0.83561, 0.63731], [0.97613, -0.86344, -0.31505], [1.38022, 1.46903, -0.59806], [-0.04069, -0.34041, 0.49358], [-0.34874, 0.53458, -1.51246], [-1.53069, -1.45273, 1.47359], [-2.15389, -0.05396, 1.00329], [-2.03382, -1.20464, -0.21072], [0.70827, -1.71952, -0.80367], [1.21318, 2.42712, -0.67167], [2.22197, 1.56015, -0.05250], [0.42220, 0.08977, 1.34265]],
  "nbo_charge": [0.303, -0.513, -0.405, -0.823, -0.277, 0.242, 0.252, 0.262, 0.272, 0.407, 0.421, 0.422, 0.438],
  "orbital_gap_ev": 11.8,
  "smiles": "C[N@H+]1N[C@@H]1N",
  "homo_ev": -14.796,
  "charge": 1
}

***

4 | {
  "formula": "C2H8N3",
  "method": "the ωB97M-V functional and the def2-TZVPD basis",
  "symbols": ["C", "C", "N", "N", "N", "H", "H", "H", "H", "H", "H", "H", "H"],
  "positions_angstrom": [[1.66568, 0.10533, -0.01687], [-1.64362, 0.77375, -0.10463], [0.51241, 0.13618, 0.08046], [2.82523, 0.46170, -0.01700], [-0.66336, -0.37257, 0.02649], [-1.59046, -2.69846, -0.23703], [-1.27871, 1.43270, -0.86527], [-2.61172, 0.55909, -0.37944], [-1.61397, 1.31291, 0.79398], [3.56740, 0.25039, -0.73930], [3.23555, 0.91829, 0.92518], [-1.12907, -0.85414, 0.78663], [-1.27534, -2.02517, -0.25317]],
  "nbo_charge": [0.635, -0.420, -0.099, -0.757, -0.369, 0.023, 0.218, 0.238, 0.200, 0.473, 0.466, 0.427, -0.037],
  "orbital_gap_ev": 10.3,
  "homo_ev": -14.648,
  "charge": 1
}

***

Most stable to least stable, the ends of the list are 2 and 4.

***

1 | {
  "formula": "C6H8N4O2S",
  "method": "the ωB97M-V functional and the def2-TZVPD basis",
  "symbols": ["C", "C", "C", "C", "C", "C", "N", "N", "N", "N", "O", "O", "S", "H", "H", "H", "H", "H", "H", "H", "H"],
  "positions_angstrom": [[2.64190, 0.29422, 0.15220], [2.35471, 1.58738, -0.04536], [1.37571, -0.38518, -0.05842], [0.51758, 0.60266, -0.33116], [1.05931, -1.73929, -0.16154], [-1.24420, -1.61926, -0.88922], [-0.06663, -2.20555, -0.56742], [1.00940, 1.83537, -0.38369], [-1.33803, -0.16975, -1.03212], [-1.23546, 0.35465, 1.50758], [-2.07405, 1.99993, -0.16025], [-3.43450, -0.11473, 0.35760], [-2.17315, 0.58754, 0.08455], [3.61574, -0.08918, 0.25042], [3.06189, 2.39675, -0.13680], [1.68580, -2.52762, 0.16786], [-1.57072, -2.21053, -1.76339], [-1.91617, -1.75039, -0.11001], [0.52559, 2.81153, -0.64569], [-1.67097, 0.94045, 2.21265], [-1.12376, -0.59898, 1.55221]],
  "nbo_charge": [-0.250, -0.058, -0.342, 0.560, 0.111, -0.116, -0.413, -0.603, -0.690, -1.060, -0.949, -0.927, 2.379, 0.237, 0.217, 0.200, 0.217, 0.209, 0.487, 0.410, 0.380],
  "orbital_gap_ev": 7.9,
  "homo_ev": -8.781
}

***

2 | {
  "formula": "C6H8N4O2S",
  "method": "the ωB97M-V functional and the def2-TZVPD basis",
  "symbols": ["C", "C", "C", "C", "C", "C", "N", "N", "N", "N", "O", "O", "S", "H", "H", "H", "H", "H", "H", "H", "H"],
  "positions_angstrom": [[-1.29824, 2.19376, 0.24613], [0.45018, 0.97866, -0.07840], [-0.72338, 0.25828, -0.52667], [2.23084, -0.56140, -0.08692], [3.53565, -0.71916, 0.52233], [-3.11836, 0.65029, -0.36177], [0.02423, 2.18784, 0.33262], [1.77671, 0.67931, -0.02154], [-1.75172, 1.02902, -0.21572], [1.60474, -1.55519, -0.68787], [-1.70347, -2.39686, -1.02917], [-1.11035, -1.62947, 1.30028], [-0.96136, -1.51804, -0.13578], [-1.84784, 3.14315, 0.25391], [3.39672, -0.31231, 1.57608], [4.16259, -0.08162, -0.10040], [3.75011, -1.74051, 0.65001], [-3.42418, -0.08788, 0.35367], [-3.64137, 1.49203, -0.11637], [-3.25392, 0.53397, -1.48484], [1.90241, -2.54388, -0.38957]],
  "nbo_charge": [0.204, 0.318, -0.210, 0.419, -0.661, -0.419, -0.434, -0.478, -0.343, -0.696, -0.813, -0.844, 2.003, 0.214, 0.242, 0.254, 0.210, 0.224, 0.215, 0.231, 0.365],
  "orbital_gap_ev": [6.9, 6.2],
  "smiles": "[H]/N=C(C)/N=C1/N=CN(C)C1=S(=O)=O",
  "homo_ev": [-8.457, -8.287]
}

***

Most stable to least stable, the ends of the list are 2 and 1.

***

1 | {
  "formula": "C5H28N2O9",
  "method": "the ωB97M-V functional and the def2-TZVPD basis",
  "symbols": ["C", "N", "C", "C", "C", "C", "N", "O", "H", "H", "H", "H", "H", "H", "H", "H", "H", "H", "H", "H", "H", "H", "O", "H", "H", "O", "H", "H", "O", "H", "H", "O", "H", "H", "O", "H", "H", "O", "H", "H", "O", "H", "H", "O"],
  "positions_angstrom": [[2.44324, 1.35030, 0.81467], [1.31429, 1.91482, 0.29780], [1.40248, 2.67878, -1.01936], [0.87000, 1.89549, -2.18625], [0.04471, 1.17602, 0.60739], [-0.24793, -0.19596, 0.13132], [-1.60326, -0.47317, 0.63431], [2.33957, 0.48874, 1.69621], [3.31780, 1.97631, 0.72079], [2.46751, 2.95955, -1.10468], [0.82626, 3.58479, -0.76807], [-0.20320, 1.72194, -1.96658], [1.42008, 0.97172, -2.36389], [1.01916, 2.38779, -3.15864], [0.05630, 1.38021, 1.67216], [-0.85195, 1.77599, 0.41703], [-0.23597, -0.24164, -0.97764], [0.53478, -0.93246, 0.30174], [-1.60561, -0.98465, 1.51132], [-2.20917, -1.01612, 0.02364], [-2.18022, -3.21493, -3.68608], [-0.82611, -3.28743, -2.87845], [-1.49637, -3.79351, -3.34762], [-1.35313, -2.61940, 2.93503], [-2.52108, -1.74709, 3.28190], [-2.30876, -2.56279, 2.80778], [3.19206, -1.76727, -0.96521], [3.42940, -1.97434, -2.49906], [2.94370, -1.44194, -1.85801], [-1.02382, 0.48995, 3.31131], [0.41750, -0.10604, 3.46569], [-0.49626, -0.30696, 3.22853], [2.34117, -2.49548, 0.77364], [3.17838, -1.28228, 1.22649], [3.24481, -2.15956, 0.80371], [1.16976, -1.35366, -3.19974], [1.59633, -2.68790, -3.99349], [1.13550, -1.85232, -4.01639], [-4.21734, 1.37812, -0.19332], [-3.98228, 2.64743, 0.60680], [-4.68603, 2.11987, 0.20894], [-2.38945, 1.26404, 2.68504], [-3.61019, 2.22272, 2.97827], [-2.65666, 2.11235, 3.04096]],
  "nbo_charge": [0.525, -0.405, -0.205, -0.645, -0.260, -0.245, -0.887, -0.691, 0.140, 0.202, 0.202, 0.213, 0.226, 0.233, 0.223, 0.218, 0.194, 0.186, 0.395, 0.371, 0.473, 0.476, -0.950, 0.477, 0.469, -0.934, 0.502, 0.471, -1.000, 0.471, 0.503, -0.969, 0.474, 0.509, -0.961, 0.492, 0.476, -0.968, 0.473, 0.469, -0.942, 0.465, 0.489, -0.955],
  "orbital_gap_ev": 10.0,
  "smiles": "CCN(C=O)CCN.O.O.O.O.O.O.O.O",
  "homo_ev": -9.821
}

***

2 | {
  "formula": "C5H28N2O9",
  "method": "the ωB97M-V functional and the def2-TZVPD basis",
  "symbols": ["C", "N", "C", "C", "C", "C", "N", "O", "H", "H", "H", "H", "H", "H", "H", "H", "H", "H", "H", "H", "H", "H", "O", "H", "H", "O", "H", "H", "O", "H", "H", "O", "H", "H", "O", "H", "H", "O", "H", "H", "O", "H", "H", "O"],
  "positions_angstrom": [[-0.59322, -1.41532, 1.73057], [0.50795, -1.67848, 0.95502], [0.58037, -2.95563, 0.20746], [-0.48207, -3.00949, -0.90514], [1.44589, -0.64541, 0.62852], [0.87849, 0.31855, -0.46007], [1.67740, 1.57305, -0.45377], [-0.83308, -0.30108, 2.18592], [-1.23568, -2.27581, 1.96193], [0.49796, -3.79788, 0.84073], [1.60666, -3.04520, -0.25673], [-0.41932, -2.07597, -1.54730], [-1.49554, -3.09795, -0.54440], [-0.31912, -3.86226, -1.53362], [1.81450, -0.01499, 1.57047], [2.41945, -1.15208, 0.26171], [0.96216, -0.10685, -1.44195], [-0.23116, 0.56260, -0.29253], [1.62740, 1.95807, 0.50057], [1.21190, 2.25337, -1.10338], [-1.25861, 3.46994, -2.00178], [-1.00838, 1.94563, -1.92644], [-0.75243, 2.83354, -1.51386], [0.01257, 2.61291, 2.68216], [0.05154, 1.21401, 2.21913], [0.60167, 1.98644, 2.28634], [-3.27043, 0.90075, -0.08037], [-4.22287, -0.32222, -0.18802], [-3.82399, 0.38283, -0.72363], [1.01389, -0.19071, 3.84500], [1.61386, 1.10759, 3.55262], [1.70538, 0.34549, 4.10959], [-1.58170, 1.01052, 1.27025], [-1.54739, 2.13190, 0.28655], [-2.12660, 1.67987, 0.89921], [-2.47465, 0.25183, -1.80407], [-1.40756, -0.22762, -2.84236], [-1.54803, 0.35209, -2.12620], [-0.67343, -1.08100, -4.87878], [0.42155, -0.89885, -3.86013], [-0.45218, -1.25829, -3.98076], [3.44506, 0.73304, -0.90791], [3.60767, -0.00795, -2.25121], [4.04995, 0.10249, -1.41747]],
  "nbo_charge": [0.563, -0.422, -0.213, -0.625, -0.273, -0.228, -0.899, -0.717, 0.144, 0.204, 0.219, 0.225, 0.205, 0.218, 0.239, 0.243, 0.172, 0.188, 0.393, 0.399, 0.476, 0.511, -1.012, 0.485, 0.493, -0.979, 0.507, 0.476, -0.994, 0.453, 0.484, -0.949, 0.486, 0.501, -0.965, 0.515, 0.496, -1.016, 0.483, 0.481, -0.940, 0.501, 0.451, -0.980],
  "orbital_gap_ev": 9.3,
  "smiles": "CCN(C=O)CCN.O.O.O.O.O.O.O.O",
  "homo_ev": -9.292
}

***

Most stable to least stable, the ends of the list are 2 and 1.

***

1 | {
  "formula": "C3H3NOS3",
  "method": "the ωB97M-V functional and the def2-TZVPD basis",
  "symbols": ["C", "C", "C", "H", "H", "H", "N", "O", "S", "S", "S"],
  "positions_angstrom": [[-0.91841, -0.30425, -0.03116], [0.21419, -0.83153, 0.24492], [-0.77948, 1.25360, 0.07815], [-2.09741, -2.33247, -0.47972], [0.51076, -1.93873, 0.40803], [3.46048, 1.01973, 0.08686], [1.07816, 0.24344, 0.56072], [0.48369, 1.43994, 0.38272], [-2.47024, -1.11497, -0.28267], [2.50549, 0.23764, -0.63572], [-1.98724, 2.32758, -0.33213]],
  "nbo_charge": [-0.267, -0.088, 0.192, 0.116, 0.265, 0.150, -0.184, -0.296, 0.087, 0.101, -0.077],
  "orbital_gap_ev": 8.1,
  "smiles": "S=c1on(S)cc1S",
  "homo_ev": -8.641
}

***

2 | {
  "formula": "C3H3NOS3",
  "method": "the ωB97M-V functional and the def2-TZVPD basis",
  "symbols": ["C", "C", "C", "H", "H", "H", "N", "O", "S", "S", "S"],
  "positions_angstrom": [[0.55027, 0.91989, 0.95709], [-0.50720, -0.72671, -0.54155], [0.76411, -1.51305, -0.72107], [-1.51695, 1.74856, 0.70005], [1.49057, 0.28089, 0.90194], [0.49911, -2.59302, -0.56815], [-0.36110, 0.50753, -0.02040], [-1.50667, 1.20531, -0.07621], [0.38144, 2.28841, 1.92601], [-1.92820, -1.23945, -1.18936], [2.13461, -0.87836, -1.36834]],
  "nbo_charge": [-0.107, -0.024, -0.332, 0.488, 0.236, 0.238, -0.136, -0.502, -0.052, 0.071, 0.120],
  "orbital_gap_ev": 7.3,
  "smiles": "ON(C=S)C(=S)C=S",
  "homo_ev": -9.244
}

***

Most stable to least stable, the ends of the list are 2 and 1.